[1]
19
Properties=species:S:1:pos:R:3 method="wB97M-V/def2-TZVPD" de_lowest_kcal_mol=139.7 smiles="C=C=NO[C@H]1C=CC=CC1" gap_ha=0.34586 lumo_energy_ev=0.8
C 2.793 1.922 1.746
C 2.012 1.105 1.140
N 1.395 0.584 0.267
O 1.555 -0.681 -0.251
C 0.275 -1.195 -0.704
C -0.562 -1.506 0.529
C -1.674 -0.938 0.846
C -2.364 -0.059 -0.190
C -1.787 0.123 -1.345
C -0.369 -0.213 -1.654
H 2.804 1.844 2.882
H 2.983 2.852 1.209
H 0.767 -2.144 -1.153
H -0.086 -2.182 1.298
H -2.096 -0.915 1.779
H -3.381 0.306 0.025
H -2.228 0.697 -2.232
H -0.245 -0.378 -2.682
H 0.209 0.779 -1.509

---

[2]
17
Properties=species:S:1:pos:R:3 method="wB97M-V/def2-TZVPD" de_lowest_kcal_mol=146.4 gap_ha="0.25605 / 0.25600" lumo_energy_ev="0.1 / 0.1"
C -0.881 -0.006 0.133
C -1.495 0.942 -0.862
C -0.541 0.499 1.500
C 0.503 -1.448 -1.320
C 0.926 -0.362 -0.537
O 2.959 -0.358 0.340
N 1.724 -1.114 0.249
O -0.212 -2.258 -1.749
H 3.482 -0.917 0.929
H -1.402 -0.964 0.170
H 1.237 0.548 -1.039
H -2.547 1.139 -0.626
H -0.978 1.905 -0.862
H -1.463 0.534 -1.880
H -0.198 1.536 1.476
H 0.288 -0.103 1.903
H -1.400 0.427 2.176

---

[3]
11
Properties=species:S:1:pos:R:3 method="wB97M-V/def2-TZVPD" de_lowest_kcal_mol=49.5 charge=-1 gap_ha=0.26878 lumo_energy_ev=3.9
C -1.924 0.216 0.742
C -0.788 -0.282 0.255
C 0.375 0.360 -0.427
O 3.004 0.624 -0.020
O 2.067 -1.525 -0.808
F 0.174 1.736 -0.447
S 2.006 -0.428 0.181
H -2.569 -0.576 1.053
H -2.146 1.236 0.482
H -0.548 -1.239 0.638
H 0.348 -0.121 -1.648

---

[4]
16
Properties=species:S:1:pos:R:3 method="wB97M-V/def2-TZVPD" de_lowest_kcal_mol=39.8 charge=-1 gap_ha=0.22490 lumo_energy_ev=3.3
C -2.415 0.100 -0.668
S -1.896 1.632 -1.491
C -0.228 1.785 -0.839
H -3.507 0.065 -0.699
H -2.004 -0.772 -1.168
H -2.068 0.127 0.359
H 0.071 0.893 -0.286
H -0.161 2.619 -0.163
H 0.495 1.920 -1.639
N 1.507 -1.854 1.614
C 1.816 -0.666 0.746
O 1.396 -0.768 -0.508
H 2.112 -2.598 1.278
H 0.586 -2.150 1.286
H 2.917 -0.531 0.854
H 1.379 0.198 1.327

---

[5]
15
Properties=species:S:1:pos:R:3 method="wB97M-V/def2-TZVPD" de_lowest_kcal_mol=68.4 smiles=C#C[C@H](O)CCO gap_ha=0.38631 lumo_energy_ev=0.6
C -2.965 -0.301 -0.311
C -1.802 -0.160 -0.033
C -0.413 -0.644 -0.080
O 0.078 -1.054 1.188
C 0.603 0.237 -0.802
C 1.420 1.160 0.094
O 2.314 0.436 0.906
H -3.907 -0.658 -0.658
H -0.567 -1.530 -0.708
H -0.673 -1.258 1.758
H 1.301 -0.437 -1.307
H 0.068 0.803 -1.573
H 2.028 1.816 -0.539
H 0.753 1.801 0.692
H 1.762 -0.212 1.372

---

[6]
90
Properties=species:S:1:pos:R:3 method="wB97M-V/def2-TZVPD" spin_multiplicity=4 de_lowest_kcal_mol=23.4 charge=+3 gap_ha="0.22509 / 0.21499" lumo_energy_ev="-9.2 / -9.6"
Re 1.074 1.464 0.714
S -1.137 1.032 -0.110
C -1.681 -0.270 0.857
N -2.546 -1.147 0.433
C -3.008 -2.230 1.324
C -3.173 -1.697 2.717
N -1.927 -1.029 3.146
C -1.595 -1.207 4.588
C -1.242 -2.647 4.850
C -0.152 -3.232 4.209
C 0.156 -4.561 4.444
C -0.616 -5.307 5.328
C -1.698 -4.727 5.970
C -2.014 -3.395 5.730
C -1.213 -0.362 2.297
S 0.223 0.461 2.732
C -3.053 -1.215 -0.968
C -2.765 -2.557 -1.575
C -3.805 -3.437 -1.846
C -3.537 -4.673 -2.420
C -2.231 -5.024 -2.722
C -1.189 -4.142 -2.456
C -1.452 -2.908 -1.886
H -2.285 -3.048 1.273
H -3.959 -2.597 0.940
H -3.351 -2.516 3.414
H -3.988 -0.973 2.800
H -2.493 -0.920 5.135
H -0.797 -0.511 4.839
H 0.467 -2.650 3.534
H 1.006 -5.015 3.954
H -0.367 -6.341 5.520
H -2.294 -5.305 6.662
H -2.856 -2.942 6.239
H -2.588 -0.406 -1.525
H -4.126 -1.025 -0.906
H -4.828 -3.155 -1.629
H -4.348 -5.354 -2.638
H -2.023 -5.983 -3.174
H -0.174 -4.415 -2.709
H -0.638 -2.216 -1.695
Cl 5.682 0.040 -4.256
C 4.490 -0.064 -3.021
C 4.034 -1.286 -2.608
C 3.052 -1.400 -1.590
I 2.463 -3.268 -0.936
C 2.528 -0.270 -1.031
O 1.590 -0.246 -0.047
C 2.989 0.986 -1.460
N 2.407 2.062 -0.845
C 2.810 3.284 -1.161
C 3.819 3.511 -2.098
C 4.405 2.442 -2.735
C 3.987 1.133 -2.433
H 4.442 -2.181 -3.055
H 2.318 4.105 -0.657
H 4.123 4.525 -2.312
H 5.183 2.598 -3.469
O 2.931 1.620 1.807
C 3.026 2.653 2.824
C 2.002 3.708 2.515
C 2.057 4.945 3.125
C 1.043 5.858 2.879
C 0.010 5.509 2.022
C 0.024 4.270 1.422
N 1.009 3.377 1.664
H 3.339 0.795 2.111
H 4.037 3.065 2.807
H 2.836 2.205 3.803
H 2.877 5.185 3.787
H 1.064 6.831 3.350
H -0.798 6.193 1.809
H -0.731 3.960 0.716
C -1.452 4.356 -3.389
S 0.022 3.546 -2.814
O -0.269 3.190 -1.354
C -0.029 2.040 -3.742
C 1.089 1.731 -4.501
C 1.125 0.532 -5.205
C 0.051 -0.340 -5.134
C -1.080 -0.009 -4.390
C -1.128 1.186 -3.696
H -2.318 3.714 -3.241
H -1.315 4.582 -4.446
H -1.552 5.279 -2.823
H 1.914 2.428 -4.559
H 1.985 0.288 -5.815
H 0.075 -1.268 -5.687
H -1.929 -0.680 -4.377
H -2.013 1.463 -3.140

---

[7]
80
Properties=species:S:1:pos:R:3 method="wB97M-V/def2-TZVPD" gap_ha=0.23297 lumo_energy_ev=-3.2
K -3.610 11.507 -0.397
K -1.643 14.414 -1.243
K 0.362 13.418 -6.658
N -0.098 8.962 -8.211
S 0.091 8.759 -6.653
O -0.567 7.678 -6.006
O 0.256 9.972 -5.852
F 1.592 8.215 -6.727
S -1.434 9.907 -8.171
O -1.142 11.306 -8.116
O -2.499 9.396 -7.362
F -1.937 9.721 -9.655
N -1.535 11.767 -2.108
S -1.687 11.513 -3.599
O -2.206 10.240 -3.980
O -0.915 12.267 -4.535
F -3.031 12.450 -3.571
S -0.099 10.920 -1.969
O 1.149 11.630 -1.977
O -0.077 9.519 -2.280
F -0.333 10.694 -0.352
N 0.020 16.143 -6.243
S 0.028 16.313 -4.697
O -0.321 15.081 -4.009
O -0.220 17.586 -4.082
F 1.654 16.300 -4.583
S -1.603 16.504 -6.382
O -1.835 17.886 -6.663
O -2.602 15.756 -5.665
F -1.793 15.891 -7.855
C 0.204 9.117 3.123
C 0.281 10.326 4.083
O 1.666 10.269 4.480
C 2.072 8.956 4.383
O 3.039 8.523 4.917
O 1.222 8.293 3.630
H 0.387 9.333 2.073
H -0.773 8.679 3.336
H -0.300 10.283 5.001
H 0.172 11.236 3.495
C -5.110 8.228 -5.336
C -4.877 7.223 -6.432
O -5.936 6.267 -6.271
C -6.473 6.425 -5.034
O -7.204 5.676 -4.473
O -5.953 7.534 -4.444
H -5.599 9.086 -5.807
H -4.191 8.513 -4.825
H -3.921 6.694 -6.421
H -4.925 7.701 -7.410
C -2.433 7.361 -2.161
C -1.582 7.039 -3.355
O -2.365 6.142 -4.131
C -3.248 5.572 -3.294
O -3.871 4.594 -3.558
O -3.254 6.185 -2.096
H -3.134 8.183 -2.326
H -1.761 7.502 -1.315
H -0.574 6.632 -3.242
H -1.386 7.966 -3.897
C 3.755 13.936 -1.015
C 3.592 14.434 0.394
O 2.237 14.954 0.332
C 1.974 15.194 -0.951
O 0.922 15.637 -1.334
O 3.017 14.891 -1.752
H 3.375 12.927 -1.206
H 4.828 13.887 -1.219
H 4.261 15.230 0.720
H 3.686 13.644 1.141
C 5.212 10.251 -0.745
C 3.698 9.914 -0.769
O 3.244 10.212 0.526
C 4.237 10.764 1.262
O 4.125 11.161 2.368
O 5.422 10.628 0.603
H 5.465 11.033 -1.460
H 5.752 9.337 -0.976
H 3.683 8.849 -0.999
H 3.145 10.432 -1.548

---

[8]
18
Properties=species:S:1:pos:R:3 method="wB97M-V/def2-TZVPD" de_lowest_kcal_mol=52.3 smiles="[H]/N=C/N.CCC" gap_ha=0.36135 lumo_energy_ev=0.9
H 1.929 2.771 2.859
N 2.144 2.311 2.028
C 2.630 3.322 1.294
N 2.508 3.576 -0.047
H 3.189 4.161 1.853
H 3.218 4.260 -0.394
H 1.627 3.506 -0.555
C -3.408 -2.447 -0.980
C -1.975 -2.578 -1.410
C -1.342 -3.693 -0.624
H -4.169 -3.343 -1.223
H -3.722 -1.500 -1.494
H -3.421 -2.328 0.083
H -1.508 -1.659 -0.882
H -1.776 -2.547 -2.531
H -0.211 -3.604 -0.459
H -1.828 -3.785 0.294
H -1.332 -4.765 -1.096

---

[9]
12
Properties=species:S:1:pos:R:3 method="wB97M-V/def2-TZVPD" de_lowest_kcal_mol=67.8 smiles="O=C1C=NC(=O)NC1" gap_ha=0.31497 lumo_energy_ev=-1.3
O 1.227 1.810 -1.299
C 0.594 0.987 -0.702
C -0.497 1.247 0.327
N -0.416 0.759 1.548
C -0.292 -0.600 1.457
O -0.327 -1.438 2.313
N -0.499 -0.914 0.023
C 0.517 -0.513 -0.947
H -1.033 2.189 0.214
H -0.918 -1.821 -0.157
H 0.166 -0.692 -1.970
H 1.478 -1.016 -0.806

---

[10]
12
Properties=species:S:1:pos:R:3 method="wB97M-V/def2-TZVPD" de_lowest_kcal_mol=31.0 smiles=Nc1snc(F)c1N gap_ha=0.31183 lumo_energy_ev=0.6
N 1.219 0.913 0.538
C 1.355 0.120 -0.600
S 2.775 -0.170 -1.470
N 2.121 -1.274 -2.418
C 0.846 -1.524 -2.205
F 0.209 -2.335 -3.050
C 0.228 -0.882 -1.173
N -1.078 -0.872 -0.737
H 0.284 1.249 0.377
H 1.792 1.735 0.704
H -1.403 -1.755 -1.123
H -0.988 -1.058 0.256

---

[11]
98
Properties=species:S:1:pos:R:3 method="wB97M-V/def2-TZVPD" de_lowest_kcal_mol=0.0 gap_ha="0.16473 / 0.16476" lumo_energy_ev="-0.4 / -0.4"
Al 1.341 -0.291 -2.682
Br 5.187 -5.399 0.975
C 4.416 -4.360 -0.402
C 3.160 -3.810 -0.053
C 2.604 -2.945 -0.984
C 3.254 -2.682 -2.218
C 4.433 -3.366 -2.574
C 5.090 -4.111 -1.594
N 2.591 -1.783 -3.150
C 2.825 -1.777 -4.471
C 2.335 -0.661 -5.248
C 2.392 -0.659 -6.697
C 1.945 0.434 -7.364
C 1.080 1.337 -6.620
C 1.097 1.357 -5.250
N 1.675 0.301 -4.540
H 2.682 -3.962 0.877
H 1.535 -2.629 -0.961
H 4.914 -3.082 -3.513
H 6.117 -4.406 -1.692
H 3.345 -2.553 -4.977
H 2.944 -1.435 -7.233
H 2.061 0.513 -8.426
H 0.644 2.148 -7.210
H 0.466 1.969 -4.710
C 0.107 2.185 7.569
Si 0.678 1.649 5.808
C 2.366 2.468 5.473
C 0.802 -0.144 5.262
Se -1.218 2.319 4.628
H 0.949 2.081 8.198
H -0.694 1.527 7.897
H -0.269 3.202 7.721
H 3.175 1.810 5.816
H 2.494 3.362 6.084
H 2.607 2.790 4.457
H 1.830 -0.543 5.147
H 0.241 -0.176 4.321
H 0.211 -0.722 5.992
C -5.102 -0.885 -0.595
C -4.445 -1.283 0.702
C -3.229 -0.412 0.975
C -2.347 -0.336 -0.262
N -1.738 -1.642 -0.482
C -1.246 -2.015 -1.700
S -0.768 -0.910 -2.973
N -1.117 -3.324 -1.839
C -1.043 -4.109 -3.157
C -2.455 -4.399 -3.717
C -3.460 -5.125 -2.833
C -4.741 -5.525 -3.612
H -6.104 -1.452 -0.808
H -4.402 -1.225 -1.373
H -5.244 0.203 -0.688
H -4.225 -2.411 0.770
H -5.174 -1.217 1.506
H -2.716 -0.885 1.852
H -3.595 0.572 1.267
H -1.646 0.506 -0.227
H -3.015 -0.169 -1.162
H -1.728 -2.304 0.229
H -1.136 -3.841 -0.958
H -0.574 -5.037 -2.879
H -0.392 -3.547 -3.813
H -2.272 -5.106 -4.606
H -2.836 -3.487 -4.224
H -3.729 -4.504 -2.030
H -2.923 -5.994 -2.445
H -5.635 -5.002 -3.278
H -4.910 -6.590 -3.471
H -4.552 -5.303 -4.694
F 3.671 1.713 -2.573
C 3.137 1.582 -1.330
C 1.999 0.792 -1.147
C 1.558 0.704 0.149
F 0.453 -0.024 0.487
C 2.193 1.322 1.220
F 1.907 1.109 2.529
C 3.252 2.218 0.962
F 3.725 2.927 2.037
C 3.800 2.310 -0.323
F 4.892 3.073 -0.623
C 0.523 6.645 4.263
Ge -1.034 5.479 3.544
C -2.696 5.633 4.571
C -1.463 5.766 1.653
C -0.246 3.664 3.521
H 0.470 6.643 5.374
H 0.458 7.686 3.903
H 1.551 6.322 4.035
H -3.144 6.638 4.480
H -2.496 5.370 5.623
H -3.477 4.929 4.218
H -1.299 4.826 1.093
H -0.847 6.552 1.197
H -2.510 6.015 1.560
H -0.080 3.247 2.500
H 0.787 3.664 3.947

---

[12]
19
Properties=species:S:1:pos:R:3 method="wB97M-V/def2-TZVPD" de_lowest_kcal_mol=75.5 gap_ha=0.29903 lumo_energy_ev=-0.9
C 2.335 -1.415 1.239
S 2.058 0.351 0.218
H 3.389 -1.652 1.080
H 2.047 -1.301 2.280
H 1.738 -2.184 0.741
C -2.066 0.808 -0.087
C -1.252 -0.282 -0.820
C -1.994 -1.570 -1.029
N -1.199 1.915 0.332
H -2.874 1.234 -0.684
H -2.546 0.386 0.805
H -0.322 -0.438 -0.234
H -0.910 0.185 -1.750
H -2.315 -1.926 -0.034
H -2.860 -1.565 -1.710
H -1.288 -2.318 -1.424
H 0.735 1.194 -0.628
H -0.996 2.509 -0.453
H -0.290 1.488 0.572

---

Max |F| across the listed records, respectively: 4.5 2.8 4.1 0.6 0.8 0.5 9.4 5.5 4.2 7.2 5.0 4.0 eV/Å.